[1]
A molecular structure, C36H88N2O10V. Source: the OMol25 dataset; level of theory: ωB97M-V/def2-TZVPD.

Relative energy (zero: lowest compared OMol25 entry of this formula, charge and spin): 0.0000 eV
Gap between HOMO and LUMO (alpha / beta): 5.61 / 5.68 eV
Expectation value of S²: 3.754

Geometry as ORCA input:
```
! wB97M-V def2-TZVPD RIJCOSX def2/J DEFGRID3
* xyz 0 4
V 0.157 -0.153 -0.288
C 3.880 -0.128 3.656
C 2.382 -0.746 3.523
C 2.000 -1.213 4.959
C 1.549 -0.094 5.838
C 0.418 0.700 5.203
C 0.839 1.290 3.793
N 1.346 0.191 2.960
O 1.542 0.501 1.533
C 1.788 2.536 3.960
C -0.474 1.888 3.162
C 2.512 -2.009 2.632
H 4.656 -0.888 3.739
H 3.979 0.664 4.398
H 4.096 0.401 2.727
H 2.919 -1.651 5.348
H 1.281 -2.031 4.918
H 2.401 0.572 5.972
H 1.331 -0.464 6.840
H 0.095 1.555 5.798
H -0.389 0.006 4.969
H 2.804 2.302 4.279
H 1.390 3.362 4.549
H 1.909 3.031 2.996
H -1.300 1.181 3.226
H -0.355 2.170 2.115
H -0.727 2.804 3.696
H 1.502 -2.418 2.611
H 3.113 -2.773 3.127
H 2.841 -1.877 1.601
C -4.132 0.432 1.671
C -4.257 0.463 0.172
C -5.718 0.840 -0.302
C -6.022 2.341 -0.288
C -4.933 3.126 -0.979
C -3.473 2.838 -0.452
N -3.198 1.352 -0.431
O -1.839 1.059 -0.204
C -3.250 3.599 0.950
C -2.544 3.618 -1.468
C -4.073 -0.981 -0.418
H -4.016 -0.575 2.071
H -5.019 0.864 2.136
H -3.269 0.966 2.067
H -6.465 0.344 0.317
H -5.841 0.546 -1.344
H -6.047 2.732 0.729
H -7.011 2.491 -0.720
H -5.180 4.187 -0.980
H -4.984 2.889 -2.042
H -2.289 3.382 1.416
H -3.958 3.404 1.756
H -3.174 4.681 0.847
H -1.531 3.698 -1.073
H -2.871 4.635 -1.681
H -2.403 3.145 -2.440
H -4.616 -1.750 0.132
H -3.022 -1.266 -0.376
H -4.259 -1.094 -1.486
C 0.045 -0.430 -4.343
C -1.079 -0.414 -3.335
C -2.389 -0.929 -3.885
O -0.673 -1.124 -2.227
H 0.493 -1.418 -4.444
H 0.899 0.103 -3.925
H -0.219 0.098 -5.259
H -1.201 0.632 -3.052
H -2.713 -0.414 -4.790
H -3.209 -0.953 -3.168
H -2.157 -1.916 -4.284
H -0.778 -2.046 -2.470
C -0.387 3.237 -4.447
C 0.334 3.604 -5.659
C -0.083 4.817 -6.391
O 1.705 3.807 -5.301
H 0.114 2.366 -4.024
H -1.416 3.025 -4.737
H -0.322 4.064 -3.740
H 0.308 2.754 -6.341
H -1.146 4.933 -6.603
H 0.412 4.930 -7.355
H 0.228 5.727 -5.877
H 2.230 4.006 -6.079
C -1.735 -6.487 1.799
C -1.093 -5.123 2.041
C -0.430 -5.000 3.378
O -0.195 -4.803 1.012
H -2.126 -6.639 0.793
H -2.543 -6.516 2.530
H -1.021 -7.279 2.024
H -1.929 -4.444 1.873
H 0.343 -4.231 3.383
H 0.048 -5.968 3.526
H -1.178 -4.852 4.157
H 0.403 -5.551 0.940
C 4.699 2.379 1.201
C 4.763 1.498 -0.087
C 6.189 1.407 -0.543
O 4.205 0.222 0.198
H 3.721 2.318 1.679
H 4.637 3.447 0.994
H 5.466 2.219 1.958
H 4.136 2.029 -0.803
H 6.824 0.774 0.076
H 6.683 2.378 -0.536
H 6.258 1.087 -1.582
H 3.542 0.421 0.863
C 3.813 -1.856 -2.458
C 2.527 -2.367 -1.816
C 2.706 -3.599 -0.924
O 2.066 -1.357 -0.998
H 3.668 -0.928 -3.011
H 4.185 -2.565 -3.197
H 4.588 -1.733 -1.701
H 1.812 -2.472 -2.632
H 1.832 -3.951 -0.376
H 3.557 -3.392 -0.275
H 2.937 -4.455 -1.558
H 2.871 -1.020 -0.598
C 1.044 2.751 -0.871
O 1.284 1.458 -1.456
H 1.994 3.184 -0.557
H 0.564 3.371 -1.628
H 0.372 2.663 -0.017
H 2.014 1.631 -2.055
C -0.985 -4.454 -1.963
O -0.808 -3.693 -3.083
H -1.618 -3.908 -1.263
H -1.503 -5.404 -2.087
H -0.011 -4.703 -1.542
H -1.192 -4.056 -3.884
C -1.266 -1.699 1.799
O -0.372 -2.012 0.757
H -1.454 -0.632 1.912
H -2.261 -2.085 1.576
H -0.839 -2.170 2.685
H -0.281 -2.964 0.667
*
```

Löwdin population analysis, charges in e, atoms 1 to 99: V 0.96; C -0.02; C -0.43; C -0.16; C -0.20; C -0.12; C -0.46; N -0.11; O -0.30; C -0.04; C -0.04; C -0.03; H 0.08; H 0.06; H 0.03; H 0.11; H 0.11; H 0.10; H 0.11; H 0.12; H 0.11; H 0.05; H 0.07; H 0.06; H 0.06; H 0.05; H 0.08; H 0.05; H 0.09; H 0.06; C -0.04; C -0.45; C -0.13; C -0.21; C -0.16; C -0.40; N -0.16; O -0.31; C -0.03; C -0.05; C -0.05; H 0.07; H 0.08; H 0.06; H 0.11; H 0.11; H 0.10; H 0.11; H 0.11; H 0.11; H 0.05; H 0.06; H 0.07; H 0.05; H 0.08; H 0.06; H 0.08; H 0.05; H 0.05; C -0.04; C -0.50; C -0.01; O -0.09; H 0.08; H 0.07; H 0.08; H 0.13; H 0.09; H 0.07; H 0.07; H 0.04; C -0.06; C -0.54; C -0.07; O -0.05; H 0.06; H 0.10; H 0.09; H 0.13; H 0.09; H 0.08; H 0.09; H 0.08; C -0.04; C -0.52; C -0.03; O -0.08; H 0.08; H 0.09; H 0.08; H 0.13; H 0.07; H 0.08; H 0.10; H 0.11; C -0.05; C -0.45; C -0.06; O -0.07

---

[2]
6 unconnected molecules or ions with the total composition C36H88N4. Source: the OMol25 dataset; level of theory: ωB97M-V/def2-TZVPD.

Relative energy (zero: lowest compared OMol25 entry of this formula, charge and spin): 1.7644 eV
Gap between HOMO and LUMO: 8.13 eV

Geometry as ORCA input:
```
! wB97M-V def2-TZVPD RIJCOSX def2/J DEFGRID3
* xyz 0 1
C 27.355 78.876 65.107
C 27.006 78.632 66.674
N 25.525 78.505 66.832
C 25.045 77.616 67.957
C 25.656 77.969 69.366
C 24.848 79.752 66.901
C 23.421 79.711 66.454
H 28.370 78.863 64.838
H 27.214 79.931 64.845
H 27.001 78.236 64.364
H 27.442 79.683 67.083
H 27.567 77.724 66.932
H 25.304 76.618 67.835
H 23.861 77.584 68.197
H 26.916 77.764 69.353
H 25.408 77.223 69.995
H 25.499 78.905 69.931
H 25.316 80.425 66.134
H 24.840 80.244 67.837
H 22.925 79.082 65.670
H 23.209 80.682 66.303
H 22.600 79.548 67.288
C 17.848 85.563 68.915
C 17.633 85.056 67.457
N 18.723 85.456 66.549
C 20.037 84.758 66.911
C 20.149 83.221 67.110
C 18.438 85.030 65.151
C 17.787 86.211 64.452
H 18.347 86.507 68.886
H 18.523 84.852 69.300
H 16.900 85.456 69.259
H 16.868 85.689 67.124
H 17.340 84.084 67.423
H 20.201 85.279 67.797
H 20.718 85.100 66.281
H 21.066 82.843 67.601
H 20.319 82.698 66.125
H 19.356 82.807 67.842
H 17.580 84.316 64.687
H 19.514 84.828 64.561
H 18.406 87.098 64.396
H 16.843 86.510 64.861
H 17.552 85.915 63.450
C 20.891 89.278 69.397
C 20.465 88.884 68.127
N 21.221 89.284 66.929
C 22.677 89.185 66.993
C 23.066 87.786 66.971
C 20.579 89.015 65.600
C 19.518 89.853 65.210
H 20.291 88.817 70.174
H 20.843 90.443 69.477
H 21.938 89.183 69.738
H 19.527 89.206 67.890
H 20.574 87.901 68.037
H 23.087 89.816 67.778
H 22.989 89.878 66.106
H 22.904 87.418 67.938
H 24.145 87.665 66.787
H 22.560 87.124 66.456
H 20.206 87.954 65.726
H 21.346 89.355 64.814
H 19.885 90.895 64.948
H 18.618 89.657 65.809
H 19.155 89.705 64.311
C 24.265 83.346 65.916
C 25.405 83.877 66.864
N 26.606 84.298 66.039
C 27.213 85.573 66.610
C 27.586 85.607 68.047
C 27.704 83.198 66.144
C 28.410 83.123 64.796
H 24.628 82.421 65.309
H 23.713 84.067 65.200
H 23.411 82.785 66.328
H 25.696 83.053 67.497
H 25.010 84.636 67.642
H 26.384 86.142 66.090
H 27.950 85.813 65.997
H 28.016 86.617 68.152
H 28.357 84.917 68.558
H 26.863 85.568 68.831
H 27.343 82.195 66.541
H 28.473 83.553 66.797
H 27.667 82.971 63.836
H 28.983 82.288 64.775
H 28.959 83.987 64.599
C 22.110 78.998 70.735
C 22.762 78.113 71.759
C 22.027 78.242 73.115
C 22.606 77.357 74.138
C 22.169 75.881 74.023
C 22.809 75.027 75.192
H 21.053 78.952 70.820
H 22.431 78.654 69.576
H 22.475 80.088 70.605
H 23.904 78.436 71.447
H 22.867 77.061 71.495
H 20.932 78.105 72.811
H 22.241 79.303 73.417
H 22.369 77.499 75.140
H 23.727 77.371 74.044
H 22.648 75.404 73.169
H 21.226 75.528 74.230
H 22.220 75.288 76.125
H 23.982 75.140 75.311
H 22.463 74.053 75.017
C 20.662 86.891 72.786
C 21.686 85.998 72.232
C 21.333 85.548 70.755
C 22.513 84.751 70.149
C 22.826 83.342 70.770
C 23.721 82.493 69.900
H 20.783 87.182 73.811
H 19.898 86.344 73.102
H 20.450 87.807 72.251
H 21.702 85.124 72.794
H 22.734 86.625 72.338
H 20.872 86.454 70.170
H 20.572 84.913 70.768
H 23.367 85.227 70.104
H 22.128 84.583 69.046
H 22.031 82.886 70.785
H 23.165 83.655 71.769
H 24.053 81.671 70.501
H 24.408 83.109 69.482
H 23.512 81.970 68.865
*
```

Löwdin population analysis, charges in e, atoms 1 to 99: C -0.09; C -0.19; N -0.18; C -0.19; C -0.11; C -0.30; C -0.10; H 0.04; H 0.05; H 0.04; H 0.14; H 0.10; H 0.07; H 0.14; H 0.14; H -0.01; H 0.05; H 0.11; H 0.09; H 0.10; H -0.02; H 0.09; C -0.03; C -0.24; N -0.13; C -0.24; C -0.06; C -0.27; C -0.15; H 0.07; H 0.04; H 0.04; H 0.09; H 0.08; H 0.05; H 0.04; H 0.04; H 0.08; H 0.10; H 0.15; H 0.17; H 0.05; H 0.06; H 0.06; C -0.11; C -0.30; N -0.18; C -0.27; C -0.08; C -0.27; C -0.14; H 0.06; H 0.12; H 0.08; H 0.10; H 0.06; H 0.10; H 0.14; H 0.06; H 0.09; H 0.02; H 0.12; H 0.15; H 0.12; H 0.10; H 0.01; C -0.09; C -0.24; N -0.15; C -0.25; C -0.10; C -0.22; C -0.10; H 0.08; H 0.09; H 0.02; H 0.07; H 0.12; H 0.14; H 0.05; H 0.08; H 0.11; H 0.05; H 0.11; H 0.08; H 0.13; H 0.01; H 0.04; C -0.15; C -0.30; C -0.23; C -0.24; C -0.25; C -0.13; H 0.04; H 0.11; H 0.07; H 0.13; H 0.09

---

[3]
A molecular structure, C36H89CrF8N8O14S2. Source: the OMol25 dataset; level of theory: ωB97M-V/def2-TZVPD.

Gap between HOMO and LUMO (alpha / beta): 8.57 / 8.95 eV
Expectation value of S²: 3.774

Geometry as ORCA input:
```
! wB97M-V def2-TZVPD RIJCOSX def2/J DEFGRID3
* xyz 0 4
Cr -1.373 0.546 -0.006
F -0.432 -0.589 1.362
F -1.884 1.412 -1.774
C -4.802 2.867 -0.529
F -3.819 3.646 -0.084
F -6.006 3.297 -0.223
F -4.765 2.917 -1.839
S -4.591 1.046 0.273
O -5.748 0.873 1.130
O -4.551 0.049 -0.802
N -2.934 1.000 1.080
S -3.213 1.070 2.657
O -4.113 0.067 3.190
O -1.906 1.061 3.319
C -4.007 2.806 3.033
F -3.158 3.795 2.847
F -5.110 3.036 2.290
F -4.463 2.720 4.296
C 1.559 -5.054 -2.784
O 0.906 -3.889 -3.198
C 0.556 -3.964 -4.564
C -0.299 -2.768 -5.128
N -1.748 -2.836 -4.942
C -2.497 -1.819 -5.681
C -2.196 -0.371 -5.106
O -3.110 0.589 -5.599
C -4.277 0.695 -4.882
H 1.208 -5.923 -3.342
H 1.576 -5.198 -1.704
H 2.611 -5.016 -3.066
H -0.085 -4.838 -4.679
H 1.414 -4.093 -5.224
H -0.076 -2.746 -6.195
H 0.173 -1.859 -4.754
H -2.164 -3.667 -5.336
H -3.512 -2.185 -5.533
H -2.278 -1.991 -6.735
H -1.159 -0.158 -5.364
H -2.234 -0.378 -4.016
H -4.879 1.423 -5.425
H -4.101 0.981 -3.845
H -4.784 -0.270 -4.894
C -1.124 -2.021 6.090
O 0.198 -1.447 6.085
C 0.214 -0.273 5.300
C 1.498 0.473 5.812
N 2.750 -0.185 5.421
C 3.792 0.620 6.083
C 5.170 -0.083 5.801
O 5.307 -1.281 6.550
C 6.627 -1.758 6.727
H -1.856 -1.377 6.578
H -1.243 -2.978 6.599
H -1.373 -2.050 5.029
H -0.515 0.489 5.577
H 0.188 -0.521 4.239
H 1.448 0.713 6.874
H 1.430 1.399 5.242
H 2.774 -1.118 5.806
H 3.607 0.691 7.154
H 3.854 1.618 5.649
H 5.956 0.581 6.160
H 5.426 -0.378 4.783
H 6.537 -2.788 7.071
H 7.028 -1.025 7.427
H 7.144 -1.920 5.781
C -3.438 -4.807 -2.437
O -3.492 -3.581 -1.709
C -2.982 -3.700 -0.398
C -2.787 -2.290 0.161
N -2.138 -1.334 -0.818
C -0.910 -2.027 -1.314
C 0.049 -1.121 -2.075
O 0.395 -0.006 -1.282
C 1.203 0.899 -2.093
H -2.522 -5.384 -2.311
H -3.387 -4.553 -3.496
H -4.244 -5.512 -2.232
H -2.013 -4.198 -0.379
H -3.625 -4.257 0.283
H -2.154 -2.321 1.048
H -3.763 -1.908 0.462
H -2.847 -1.334 -1.538
H -0.987 -2.909 -1.950
H -0.350 -2.339 -0.432
H -0.424 -0.759 -2.988
H 0.922 -1.754 -2.228
H 1.931 0.346 -2.685
H 1.897 1.442 -1.452
H 0.557 1.604 -2.617
C -2.053 4.958 -3.687
C -2.629 3.784 -4.508
C -2.757 4.055 -6.025
O -3.766 5.093 -6.155
C -4.416 5.182 -7.524
N -1.610 2.735 -4.432
H -1.047 5.260 -3.976
H -2.049 4.727 -2.622
H -2.615 5.877 -3.857
H -3.619 3.528 -4.131
H -2.918 3.222 -6.709
H -1.838 4.509 -6.395
H -5.280 5.834 -7.398
H -4.816 4.236 -7.888
H -3.703 5.559 -8.257
H -1.716 2.306 -3.524
H -1.999 1.979 -4.976
C 4.374 1.818 2.232
C 3.158 1.231 1.462
C 3.417 -0.165 0.872
O 4.408 0.010 -0.137
C 5.053 -1.247 -0.405
N 1.930 1.203 2.252
H 4.132 2.875 2.335
H 5.311 1.739 1.682
H 4.415 1.448 3.257
H 2.962 1.753 0.526
H 2.536 -0.423 0.284
H 3.646 -0.873 1.668
H 5.317 -1.893 0.432
H 5.956 -1.149 -1.008
H 4.300 -1.787 -0.980
H 1.441 0.324 2.162
H 2.118 1.261 3.243
C 0.198 4.172 1.767
C -0.428 3.477 0.520
C 0.048 3.984 -0.845
O 1.455 3.820 -1.182
C 2.074 5.078 -1.132
N 0.020 2.080 0.532
H 1.267 3.966 1.818
H -0.264 3.977 2.734
H 0.114 5.242 1.575
H -1.500 3.642 0.629
H -0.234 5.028 -0.988
H -0.467 3.502 -1.676
H 1.760 5.708 -1.965
H 3.093 4.792 -1.392
H 2.094 5.575 -0.162
H 0.459 1.916 1.427
H 0.882 2.270 0.041
C 1.548 -3.886 1.609
C 1.297 -3.770 3.135
C 2.433 -3.065 3.863
O 3.614 -3.890 3.560
C 4.849 -3.259 3.714
N -0.011 -3.148 3.143
H 2.459 -4.463 1.450
H 1.783 -2.894 1.223
H 0.759 -4.409 1.068
H 1.215 -4.755 3.596
H 2.356 -3.115 4.949
H 2.578 -2.024 3.575
H 5.302 -3.315 4.704
H 4.763 -2.192 3.509
H 5.465 -3.673 2.915
H -0.144 -2.986 4.131
H 0.062 -2.216 2.763
*
```

Löwdin population analysis, charges in e, atoms 1 to 99: Cr 0.94; F -0.42; F -0.43; C -0.64; F 0.13; F 0.17; F 0.17; S 0.78; O -0.27; O -0.31; N -0.37; S 0.61; O -0.27; O -0.31; C -0.61; F 0.16; F 0.10; F 0.14; C -0.11; O -0.21; C -0.19; C -0.18; N -0.08; C -0.17; C -0.18; O -0.23; C -0.11; H 0.08; H 0.09; H 0.09; H 0.11; H 0.12; H 0.11; H 0.10; H 0.10; H 0.11; H 0.11; H 0.12; H 0.10; H 0.10; H 0.08; H 0.09; C -0.08; O -0.20; C -0.21; C -0.20; N -0.05; C -0.18; C -0.21; O -0.24; C -0.11; H 0.09; H 0.09; H 0.07; H 0.11; H 0.10; H 0.12; H 0.10; H 0.09; H 0.12; H 0.11; H 0.11; H 0.10; H 0.09; H 0.09; H 0.08; C -0.09; O -0.17; C -0.21; C -0.14; N -0.07; C -0.16; C -0.20; O -0.27; C -0.02; H 0.08; H 0.07; H 0.09; H 0.11; H 0.13; H 0.11; H 0.11; H 0.10; H 0.11; H 0.12; H 0.10; H 0.12; H 0.11; H 0.07; H 0.09; C -0.05; C -0.40; C -0.18; O -0.22; C -0.05; N 0.06; H 0.08; H 0.05; H 0.07

---

| no. | F_max (eV Å⁻¹) | molecular weight (g mol⁻¹) |
| --- | --- | --- |
| 1 | 2.64 | 760.05 |
| 2 | 9.93 | 577.13 |
| 3 | 4.55 | 1126.26 |